Formula: C38H100ClN10O19
Source: OMol25
Level of theory: wB97M-V/def2-TZVPD

Last column: Löwdin charge in e.
CARTESIAN COORDINATES (ANGSTROEM)
Cl 1.723 -15.676 -0.463  0.56
O 2.218 -14.329 -0.383  -0.39
O 0.432 -15.652 -1.070  -0.39
O 2.619 -16.523 -1.154  -0.39
O 1.636 -16.279 0.824  -0.40
C 0.713 -23.370 -9.148  -0.12
O 0.960 -23.439 -7.750  -0.21
C 2.205 -22.724 -7.415  -0.19
C 2.302 -22.718 -5.884  -0.20
N 2.177 -24.052 -5.280  -0.05
C 3.426 -24.820 -5.605  -0.19
C 3.458 -26.155 -4.859  -0.25
O 2.586 -27.180 -5.288  -0.19
C 3.084 -28.505 -5.078  -0.09
H 0.171 -24.243 -9.510  0.08
H 1.625 -23.257 -9.735  0.08
H 0.037 -22.527 -9.291  0.08
H 2.071 -21.737 -7.858  0.12
H 3.073 -23.178 -7.893  0.11
H 1.463 -22.153 -5.478  0.12
H 3.290 -22.371 -5.580  0.11
H 1.350 -24.533 -5.605  0.10
H 4.374 -24.317 -5.416  0.12
H 3.442 -25.154 -6.643  0.11
H 3.358 -25.993 -3.786  0.12
H 4.494 -26.463 -5.000  0.10
H 4.164 -28.576 -5.213  0.08
H 2.585 -29.204 -5.750  0.09
H 2.841 -28.658 -4.027  0.09
C -7.817 -19.334 1.612  -0.10
O -6.504 -19.373 1.046  -0.20
C -5.986 -20.703 0.798  -0.24
C -4.586 -20.670 0.315  -0.21
N -3.911 -21.980 0.356  -0.05
C -3.704 -22.332 1.764  -0.20
C -2.828 -23.588 1.855  -0.26
O -3.408 -24.775 1.492  -0.17
C -2.901 -25.469 0.365  -0.11
H -8.444 -20.188 1.354  0.08
H -8.293 -18.389 1.351  0.08
H -7.568 -19.296 2.673  0.08
H -6.638 -21.322 0.181  0.12
H -6.096 -21.184 1.770  0.10
H -4.026 -19.989 0.956  0.12
H -4.678 -20.315 -0.712  0.13
H -3.037 -22.022 -0.148  0.11
H -4.633 -22.510 2.307  0.11
H -3.221 -21.501 2.278  0.12
H -2.475 -23.780 2.869  0.12
H -1.909 -23.425 1.292  0.11
H -3.363 -25.178 -0.579  0.08
H -3.160 -26.526 0.307  0.08
H -1.822 -25.386 0.234  0.08
C 1.210 -12.424 14.675  -0.14
O 1.538 -11.592 13.594  -0.19
C 1.749 -12.220 12.300  -0.17
C 3.099 -13.007 12.152  -0.22
N 3.185 -13.822 10.963  -0.07
C 3.627 -13.022 9.851  -0.22
C 3.670 -13.890 8.545  -0.19
O 4.923 -14.646 8.487  -0.22
C 4.761 -15.756 7.573  -0.10
H 1.409 -11.890 15.604  0.08
H 1.762 -13.353 14.817  0.08
H 0.156 -12.698 14.719  0.08
H 1.617 -11.494 11.498  0.11
H 0.958 -12.951 12.136  0.11
H 3.355 -13.647 12.997  0.11
H 3.911 -12.279 12.153  0.11
H 3.675 -14.701 11.050  0.12
H 4.655 -12.689 9.988  0.12
H 2.998 -12.205 9.498  0.12
H 3.761 -13.105 7.794  0.11
H 2.825 -14.570 8.442  0.12
H 5.616 -16.426 7.663  0.08
H 4.678 -15.410 6.542  0.09
H 3.873 -16.290 7.911  0.08
C 2.608 -12.147 -9.162  -0.14
O 2.176 -12.890 -10.270  -0.17
C 0.751 -13.139 -10.151  -0.22
C 0.254 -13.960 -11.332  -0.16
N 0.148 -13.086 -12.592  -0.05
C -0.094 -13.882 -13.768  -0.25
C -0.024 -12.986 -14.969  -0.23
O 0.975 -11.980 -14.790  -0.19
C 1.035 -11.061 -15.874  -0.11
H 1.972 -11.269 -9.052  0.08
H 3.564 -11.680 -9.396  0.08
H 2.789 -12.611 -8.192  0.09
H 0.191 -12.205 -10.147  0.12
H 0.419 -13.683 -9.266  0.12
H -0.704 -14.390 -11.040  0.11
H 0.926 -14.757 -11.652  0.11
H 0.946 -12.481 -12.721  0.10
H -1.097 -14.303 -13.840  0.12
H 0.614 -14.708 -13.844  0.11
H -0.991 -12.518 -15.154  0.12
H 0.197 -13.583 -15.854  0.12
H 1.422 -11.475 -16.806  0.08
H 1.793 -10.293 -15.722  0.08
H 0.087 -10.565 -16.083  0.09
C 14.393 -9.145 0.861  -0.14
O 13.329 -8.302 1.269  -0.21
C 12.270 -8.904 2.158  -0.14
C 11.596 -10.147 1.548  -0.26
N 10.809 -9.968 0.356  -0.02
C 9.842 -11.047 0.179  -0.21
C 10.374 -12.263 -0.609  -0.22
O 11.531 -12.839 -0.038  -0.18
C 11.369 -13.408 1.274  -0.10
H 14.199 -9.827 0.033  0.08
H 14.721 -9.712 1.732  0.08
H 15.280 -8.538 0.682  0.08
H 11.483 -8.166 2.311  0.12
H 12.663 -9.167 3.140  0.11
H 11.017 -10.468 2.414  0.12
H 12.345 -10.911 1.341  0.10
H 11.462 -10.299 -0.340  0.09
H 8.940 -10.571 -0.207  0.12
H 9.510 -11.540 1.093  0.10
H 10.657 -11.816 -1.562  0.11
H 9.644 -12.957 -1.024  0.12
H 11.146 -12.813 2.160  0.07
H 12.298 -13.885 1.589  0.09
H 10.663 -14.236 1.209  0.09
C 1.616 -4.582 0.396  -0.12
O 2.302 -3.399 0.758  -0.21
C 1.631 -2.182 0.405  -0.20
C 1.387 -1.237 1.635  -0.17
N 0.524 -1.989 2.569  -0.08
C -0.063 -1.488 3.792  -0.19
C 1.075 -1.174 4.776  -0.23
O 0.569 -0.742 6.044  -0.19
C 1.601 -0.283 6.918  -0.12
H 2.095 -5.372 0.976  0.08
H 1.811 -4.827 -0.648  0.09
H 0.614 -4.629 0.822  0.09
H 0.737 -2.369 -0.191  0.11
H 2.288 -1.741 -0.344  0.11
H 0.827 -0.333 1.398  0.11
H 2.358 -0.962 2.047  0.10
H 0.885 -2.933 2.572  0.10
H -0.614 -2.271 4.313  0.12
H -0.733 -0.646 3.617  0.12
H 1.706 -0.358 4.423  0.11
H 1.629 -2.102 4.912  0.12
H 1.173 0.313 7.725  0.08
H 2.323 0.429 6.519  0.08
H 2.166 -1.132 7.304  0.08
C 9.260 -22.778 -0.153  -0.82
O 10.372 -23.062 -0.505  0.04
N 8.507 -23.615 0.553  0.16
N 8.662 -21.693 -0.467  0.17
H 7.534 -23.346 0.579  0.10
H 8.869 -24.538 0.744  0.12
H 7.664 -21.688 -0.308  0.11
H 8.980 -21.233 -1.308  0.13
C -4.281 -12.132 3.436  -0.88
O -5.243 -11.873 4.095  0.05
N -3.247 -11.444 3.450  0.17
N -4.209 -12.991 2.468  0.17
H -3.065 -10.687 4.094  0.13
H -2.460 -11.908 3.021  0.12
H -3.313 -13.220 2.063  0.12
H -4.980 -13.633 2.356  0.12
O 3.742 -21.977 0.233  -0.06
H 3.367 -21.149 -0.068  0.04
H 3.342 -22.640 -0.330  0.02

Forces on the atoms, in the same order (eV/Å):
Cl -0.1137 -0.0907 0.9524
O 0.3253 0.3842 0.0287
O -0.8739 -0.0075 -0.7093
O 1.3399 -0.5515 -2.2520
O -0.6907 0.2373 2.0067
C -0.6184 0.2816 0.4339
O 1.6537 -0.1494 -0.0957
C -1.7087 -0.3161 0.0436
C -0.7830 -0.8335 -0.3171
N 2.4137 0.2582 -0.1699
C -2.5017 -1.7751 0.0437
C 1.1996 0.0854 0.5893
O 0.0962 0.4460 -1.3561
C -0.4266 1.1654 0.8062
H 0.1493 -0.2537 0.3074
H 0.0529 0.0551 -0.0011
H 0.1525 0.3061 -0.4704
H 0.3291 0.3869 0.3209
H -0.0223 -0.3436 -0.0595
H 0.3518 0.5309 -0.0429
H -0.2653 0.6002 0.0768
H 0.0864 -0.1258 -0.2726
H -0.4019 0.4707 0.3500
H 0.0829 0.3441 -0.5219
H -0.2749 0.1050 0.2596
H 0.2714 -0.4987 -0.0201
H 0.1068 0.0968 -0.1319
H -0.1386 0.1739 0.1717
H 0.1984 -1.0079 0.0751
C 1.5104 0.1552 0.5610
O 0.2146 -0.4211 -1.8663
C -1.9611 -0.0309 2.0824
C 0.9030 -0.0719 -0.7746
N -1.6025 -0.0768 0.8415
C 0.6792 -1.0471 -0.5793
C 1.1290 0.9656 0.7074
O -1.1329 -2.0659 -1.0677
C -0.2820 0.1319 -0.9175
H 0.0314 -0.0195 -0.0683
H 0.0399 -0.1375 -0.2411
H -0.9251 -0.2604 0.4443
H -0.1439 0.3282 -0.6563
H 0.4436 -0.3639 0.2855
H 0.0182 0.6014 -0.2153
H 0.6626 0.2042 -0.0340
H -0.0344 0.4378 -0.0068
H -0.1343 -0.1139 -0.3409
H 0.3861 0.0847 0.3441
H -0.0798 0.6152 0.4275
H 0.1861 0.1821 -0.3389
H -0.0579 0.9477 -0.0948
H 0.0037 -0.1688 1.2100
H 0.1476 0.1399 0.2972
C -0.1868 -0.1970 0.7369
O 0.7884 -0.0580 -1.1355
C -0.1073 -1.5282 0.8854
C 0.2979 0.2744 0.7268
N -1.3309 1.1331 -0.1310
C 0.5310 -2.5037 -2.2162
C 2.1219 0.9060 0.8904
O -1.1315 -0.3509 -0.2076
C 0.1511 0.6056 0.9884
H 0.0186 0.4113 -0.1506
H 0.4042 -0.1425 -0.6934
H -0.2859 0.0423 -0.3913
H 0.2901 0.3680 0.3985
H -0.2153 -0.1863 0.0325
H -0.6667 0.0594 0.3731
H 0.2046 0.3870 0.0112
H 0.1921 0.3382 0.0710
H 0.1564 0.5168 0.0276
H -0.3609 0.1827 1.0567
H -0.5021 -0.4393 -0.7635
H -0.1539 0.2883 -0.0633
H 0.0812 0.2215 0.0627
H -0.1777 -0.0419 -0.0562
H -0.1206 -0.2869 -0.4621
C 0.9039 1.7150 -0.3065
O -1.4185 -0.7639 0.8428
C 0.2625 -0.6133 -1.0649
C 0.6892 1.7412 -1.9096
N -1.4649 -1.1153 2.0307
C 0.3808 0.5725 0.0009
C 0.4165 0.5986 -0.7598
O 0.0230 0.2720 -0.8231
C 0.5432 0.0471 -0.1285
H -0.4192 -0.0204 0.4148
H 0.2589 -0.2924 -0.3634
H -0.6236 -0.7535 -0.1143
H 0.1344 0.3305 -0.0270
H 0.7605 -0.0446 0.5049
H -0.1944 0.1273 -0.4192
H 0.2310 -0.4079 0.7545
H 0.1651 -0.2501 0.1590
H -0.1403 -0.2011 0.6198
H 0.2741 -0.3013 -0.1508
H -0.1486 0.2906 0.1414
H 0.1300 -0.0840 -0.2579
H -0.3801 -0.8084 -0.1898
H -0.1521 0.0598 0.8913
H -0.2306 -0.1010 0.1592
C 0.1123 0.0545 1.5801
O -1.5326 -0.2649 0.7976
C 0.8669 -0.0408 -2.2963
C 1.1846 0.4299 1.5333
N 0.3443 -0.8226 -0.2453
C -1.4636 -1.2459 0.7735
C -0.0562 1.7399 -1.4164
O 0.0123 0.2004 1.1619
C 0.1782 -1.3019 -0.3683
H -0.2591 0.1262 -0.1265
H -0.0579 -0.6442 0.0743
H -0.3030 0.3333 -0.5581
H 0.3761 0.4057 -0.2979
H 0.4650 -0.0548 -0.0374
H -0.4991 -0.4145 -0.2121
H 0.2527 -0.1331 0.4785
H 0.4664 1.0892 -0.6917
H -0.1071 -0.6064 -0.6064
H 0.0189 0.7159 0.7265
H 0.9337 -0.0396 -0.2367
H -0.4666 -0.5179 1.0961
H -0.4788 0.8347 -0.5987
H 0.3596 0.0837 -0.6334
H -0.3573 0.0714 0.1015
C 1.0285 -0.5741 1.1836
O -0.7362 0.6573 0.5475
C 0.5356 0.6131 -0.3976
C -0.8939 -1.2499 0.1885
N -0.0637 -0.6410 -1.3230
C 1.5663 -0.1252 0.6197
C -0.6620 0.7918 0.7048
O 0.4141 0.5591 0.1089
C -0.3389 -0.0818 0.0984
H 0.3922 -0.1388 -0.1142
H -0.8204 0.0878 -0.1788
H -0.4908 0.3776 -0.8989
H -0.4827 -0.2342 0.5626
H 0.2277 0.6751 0.2373
H 0.2702 0.1161 -0.5620
H 0.2026 0.0932 0.1175
H -0.2372 -0.0221 0.6852
H -0.3843 -0.1236 -0.4928
H 0.1235 0.0988 -0.0476
H 0.3274 -0.1821 -0.4013
H 0.4047 -0.0124 -0.0931
H -0.4519 -0.5351 0.1722
H 0.0367 -0.0981 -0.9416
H 0.0324 -0.0531 0.2246
C 1.9185 -3.1985 0.1647
O 2.4456 -0.3920 -0.5745
N -1.4191 -1.0369 1.3820
N -2.7920 4.6981 -1.5768
H 0.0648 -1.0570 0.5513
H -0.4227 0.3114 -0.0126
H 0.1282 0.5966 -0.2436
H 0.0089 0.1053 0.3227
C -4.1336 -0.3877 0.4727
O -3.0133 -0.0634 1.8596
N 8.1959 4.5518 0.7348
N -1.0068 -4.3987 -3.1414
H -0.2654 -0.4400 -0.0305
H 0.4306 0.9660 0.2678
H -0.5398 -0.2516 -0.1506
H 0.3706 -0.0118 -0.0438
O 0.2798 -0.1784 0.1481
H -0.1075 0.3618 -0.0288
H -0.1227 -0.1593 -0.1383

Its calculated total energy is -107335.5334 eV. For the HOMO-LUMO gap, the calculation gives 7.527 eV. The calculation puts the LUMO energy at 1.68 eV. Its net charge is -1. Its spin multiplicity is 1.